1.
ORCA calculation (the ωB97M-V functional and the def2-TZVPD basis) on one molecule with the formula C5H13NO.

For the molar mass, the calculation gives 103.165 g mol⁻¹. The total energy is -328.25915 Eh. Its LUMO energy is 0.9 eV. As for the net charge: 0. The calculation puts the energy above the lowest of the compared OMol25 structures with the same formula, charge and spin at 156.74 kJ/mol. The HOMO-LUMO gap comes out at 9.19 eV.

Element x y z (Å)
C (0.5211, -0.7805, -2.3853)
N (0.2361, 0.1636, -1.2995)
C (1.4427, 0.9738, -1.0571)
C (-0.2363, -0.4363, -0.0361)
C (-1.0933, 0.5039, 0.7710)
C (-1.2499, 0.0232, 2.1958)
O (0.0029, -0.0148, 2.8198)
H (1.5820, -1.0695, -2.3968)
H (0.0046, -1.7165, -2.1344)
H (0.2156, -0.4120, -3.3601)
H (1.1646, 1.7624, -0.3541)
H (2.1798, 0.3521, -0.5057)
H (1.8980, 1.3254, -1.9743)
H (0.6140, -0.9283, 0.4534)
H (-0.8738, -1.2422, -0.4080)
H (-0.6704, 1.5122, 0.7586)
H (-2.0642, 0.5850, 0.2813)
H (-1.7633, -0.9476, 2.1719)
H (-1.9162, 0.7192, 2.7291)
H (0.0060, -0.3731, 3.7306)

Löwdin atomic charge list, values in e, 6 entries: C -0.1071; N -0.2757; C -0.1041; C -0.2306; C -0.1756; C -0.2979

2.
ORCA calculation (the ωB97M-V functional and the def2-TZVPD basis) on a 2-piece molecular cluster, C5H14NO overall.

For the molar mass, the calculation gives 104.173 g mol⁻¹. The total energy is -328.60515 Eh. Its LUMO energy is -3.3 eV. As for the net charge: +1. The calculation puts the energy above the lowest of the compared OMol25 structures with the same formula, charge and spin at 212.87 kJ/mol. The HOMO-LUMO gap comes out at 9.12 eV.

Element x y z (Å)
C (0.0085, 0.3986, 0.3639)
C (-0.5433, 0.3219, -1.1355)
C (-0.5125, -1.1212, -1.7807)
C (-2.0340, -2.1975, -0.0054)
C (-1.2604, -2.2573, -1.1214)
N (1.0918, 1.4805, 0.3232)
H (0.5926, -0.5338, 0.5935)
H (-0.7835, 0.6752, 1.0684)
H (-1.5481, 0.8262, -1.0843)
H (0.1949, 0.9475, -1.7897)
H (0.4566, -1.5780, -1.8774)
H (-0.9112, -1.0597, -2.7769)
H (-2.0653, -1.4305, 0.7531)
H (-2.7810, -2.9782, 0.1836)
H (-1.1138, -3.0661, -1.7230)
H (0.6950, 2.3784, 0.1297)
H (1.5501, 1.6365, 1.2696)
H (1.7662, 1.4415, -0.5256)
H (2.7964, 1.4440, 3.3228)
H (2.1237, 2.7602, 3.1435)
O (2.2774, 1.9119, 2.6688)

Löwdin atomic charge list, values in e, 6 entries: C -0.1296; C -0.1486; C -0.2017; C 0.0289; C -0.1577; N 0.1189

3.
ORCA calculation (the ωB97M-V functional and the def2-TZVPD basis) on one molecule with the formula C13H16OSi.

For the molar mass, the calculation gives 216.356 g mol⁻¹. The total energy is -869.58022 Eh. Its LUMO energy is 0.5 eV. As for the net charge: 0. The calculation puts the energy above the lowest of the compared OMol25 structures with the same formula, charge and spin at 182.54 kJ/mol. The HOMO-LUMO gap comes out at 9.25 eV.

Element x y z (Å)
C (-0.6959, 1.3495, -2.4100)
Si (-0.2799, 0.8153, -0.6064)
C (1.3960, 0.0104, -0.1596)
C (2.4417, -0.1006, -1.0619)
C (3.6723, -0.6578, -0.7268)
C (3.9582, -0.9287, 0.6035)
C (2.9836, -0.7560, 1.6300)
C (1.7137, -0.3077, 1.2251)
C (-1.0387, 1.8924, 0.7506)
C (-2.5848, 1.7588, 0.7479)
C (-2.8614, 0.2693, 0.9516)
C (-1.9201, -0.6225, 0.2045)
C (-2.0063, -1.9803, 0.1878)
C (-1.0019, -2.8098, -0.4911)
O (-0.8293, -3.9812, -0.4815)
H (-1.6075, 1.8210, -2.8293)
H (0.0489, 2.2346, -2.4882)
H (-0.3558, 0.4327, -3.0480)
H (2.3195, -0.0895, -2.0996)
H (4.3760, -0.8219, -1.5759)
H (4.9606, -1.2775, 0.8803)
H (3.2190, -0.9228, 2.7032)
H (0.9830, 0.0070, 1.9361)
H (-0.7593, 3.0785, 0.7510)
H (-0.7472, 1.6622, 1.8149)
H (-2.9943, 2.0500, -0.2626)
H (-2.9185, 2.2691, 1.7010)
H (-3.7658, 0.1077, 0.5656)
H (-2.7632, 0.0271, 1.9512)
H (-2.6955, -2.5216, 0.6780)
H (-0.2471, -2.0079, -1.0415)

Löwdin atomic charge list, values in e, 6 entries: C -0.1949; Si 0.8005; C -0.2642; C -0.1351; C -0.0928; C -0.0867

4.
ORCA calculation (the ωB97M-V functional and the def2-TZVPD basis) on a 16-piece molecular cluster, C20H30BCl45N3O2 overall.

For the molar mass, the calculation gives 1950.676 g mol⁻¹. The total energy is -21828.11261 Eh. Its LUMO energy is -2.5 eV. As for the net charge: +1. The HOMO-LUMO gap comes out at 9.57 eV.

Element x y z (Å)
C (0.4838, -2.9520, 0.0369)
B (-0.6010, -2.2561, -0.8269)
O (-0.7559, -2.4218, -2.1877)
N (-1.6579, -1.3821, -0.1341)
C (-2.7295, -2.1460, 0.2490)
N (-2.5106, -3.1875, 1.1003)
N (-3.9461, -1.9196, -0.2177)
C (-5.1074, -2.7679, 0.0619)
C (-5.7462, -2.5374, 1.4294)
C (-7.2843, -2.4995, 1.3586)
O (-5.3133, -3.5415, 2.3645)
H (0.4838, -2.5998, 1.0656)
H (0.1744, -4.0065, 0.0621)
H (1.4746, -2.9142, -0.3988)
H (-1.5862, -2.8991, -2.2979)
H (-1.9694, -0.6585, -0.7834)
H (-3.2912, -3.3835, 1.7272)
H (-1.6871, -3.0508, 1.6710)
H (-4.0528, -1.1214, -0.8210)
H (-5.8223, -2.5568, -0.7262)
H (-4.7982, -3.8050, -0.0773)
H (-5.3952, -1.5845, 1.8127)
H (-7.6404, -1.6237, 1.8853)
H (-7.6887, -3.3708, 1.8673)
H (-7.6463, -2.5219, 0.3370)
H (-5.1379, -4.3474, 1.8756)
C (-1.4502, -7.1647, -0.1172)
Cl (-1.6132, -5.6732, -1.0635)
Cl (-0.0029, -8.0360, -0.5851)
Cl (-1.4411, -6.7905, 1.6088)
H (-2.3103, -7.7866, -0.3249)
C (3.7393, -1.4593, -3.2453)
Cl (4.2862, -2.3603, -4.6555)
Cl (3.9556, 0.2746, -3.4754)
Cl (2.0521, -1.8390, -2.8707)
H (4.3583, -1.7468, -2.4050)
C (7.2556, -0.2844, -1.8285)
Cl (6.7530, 1.3538, -1.3914)
Cl (8.9741, -0.5012, -1.5419)
Cl (6.3075, -1.4881, -0.9375)
H (7.0635, -0.4252, -2.8848)
C (-0.3481, 1.7404, -2.5570)
Cl (0.1516, 0.7503, -3.9173)
Cl (-0.0903, 3.4421, -2.8824)
Cl (-2.0613, 1.4460, -2.1486)
H (0.2497, 1.4635, -1.6970)
C (7.7257, -5.5902, -1.0358)
Cl (9.2122, -5.6890, -1.9728)
Cl (6.4946, -4.6746, -1.9134)
Cl (7.1321, -7.1966, -0.6158)
H (7.9414, -5.0613, -0.1173)
C (-0.9589, 4.1519, 1.5326)
Cl (-0.9906, 2.4659, 0.9828)
Cl (0.5019, 4.4666, 2.4597)
Cl (-1.1130, 5.2711, 0.1868)
H (-1.8097, 4.2950, 2.1874)
C (2.5556, 5.1747, -5.3440)
Cl (3.8129, 6.0747, -6.1843)
Cl (3.2256, 3.7450, -4.5547)
Cl (1.7225, 6.2004, -4.1721)
H (1.8301, 4.8440, -6.0745)
C (8.8645, 3.8560, -2.9641)
Cl (9.5937, 4.8939, -1.7412)
Cl (7.2652, 4.4466, -3.4224)
Cl (9.9082, 3.7031, -4.3775)
H (8.7389, 2.8715, -2.5300)
C (-6.6070, 1.5998, 1.4355)
Cl (-6.8279, 3.3386, 1.3351)
Cl (-7.6506, 0.7550, 0.2879)
Cl (-4.9062, 1.1734, 1.1922)
H (-6.8882, 1.2777, 2.4301)
C (12.8042, 1.1790, -0.7248)
Cl (14.2812, 1.1888, -1.6822)
Cl (11.4981, 2.0067, -1.5746)
Cl (12.3271, -0.4735, -0.3169)
H (12.9953, 1.7093, 0.1985)
C (7.9084, 2.6526, 1.7999)
Cl (7.2116, 4.1155, 1.1080)
Cl (9.4306, 2.2347, 1.0107)
Cl (8.1228, 2.8183, 3.5437)
H (7.2147, 1.8414, 1.6233)
C (-2.1032, 0.6266, 4.7440)
Cl (-0.9569, 1.8640, 4.2631)
Cl (-3.7467, 1.2518, 4.6563)
Cl (-1.9344, -0.8121, 3.7146)
H (-1.8986, 0.3315, 5.7641)
C (-0.8174, 6.9753, 6.0015)
Cl (-0.7848, 5.2997, 5.4379)
Cl (0.6150, 7.3382, 6.9578)
Cl (-0.9647, 8.0814, 4.6362)
H (-1.6864, 7.1009, 6.6326)
C (-10.3441, 4.4387, 0.5751)
Cl (-9.7687, 5.7339, 1.6271)
Cl (-11.7703, 3.6593, 1.2590)
Cl (-10.6710, 5.0434, -1.0475)
H (-9.5608, 3.6964, 0.5033)
C (-10.5360, -4.6889, 0.1060)
Cl (-10.2611, -3.2232, -0.8390)
Cl (-9.0868, -5.7019, 0.1209)
Cl (-11.0375, -4.2918, 1.7456)
H (-11.3300, -5.2496, -0.3678)

Löwdin atomic charge list, values in e, 6 entries: C 0.0004; B -0.6233; O 0.0914; N 0.2148; C -0.3912; N 0.2183

5.
ORCA calculation (the ωB97M-V functional and the def2-TZVPD basis) on C2H3Br2N as an isolated structure.

For the molar mass, the calculation gives 200.861 g mol⁻¹. The total energy is -5280.70767 Eh. Its LUMO energy (alpha / beta) is -2.3 / -2.3 eV. As for the net charge: 0. The calculation puts the energy above the lowest of the compared OMol25 structures with the same formula, charge and spin at 160.94 kJ/mol. The HOMO-LUMO gap (alpha / beta) comes out at 7.81 / 7.82 eV.

Element x y z (Å)
C (-0.5365, 0.1220, -0.1239)
C (0.5361, -0.5420, 0.5218)
N (-1.2226, -0.5006, -0.9955)
Br (-0.9068, 2.0008, 0.2370)
Br (2.8329, 0.5737, 0.1450)
H (0.6922, -1.4455, -0.1213)
H (0.7036, -0.2475, 1.6261)
H (-2.0990, 0.0392, -1.2892)

Löwdin atomic charge list, values in e, 6 entries: C -0.9195; C -0.1955; N 0.0960; Br 0.6530; Br 0.1089; H 0.0870

6.
ORCA calculation (the ωB97M-V functional and the def2-TZVPD basis) on a 2-piece molecular cluster, C9H14NO overall.

For the molar mass, the calculation gives 152.217 g mol⁻¹. The total energy is -480.89628 Eh. Its LUMO energy is -3.8 eV. As for the net charge: +1. The calculation puts the energy above the lowest of the compared OMol25 structures with the same formula, charge and spin at 468.25 kJ/mol. The HOMO-LUMO gap comes out at 7.65 eV.

Element x y z (Å)
C (-2.8184, -0.5204, 1.6071)
C (-1.9292, 0.5573, 1.0693)
C (-0.6772, 0.3941, 0.8045)
C (-2.4236, -1.7555, 1.7449)
C (2.7014, -1.2362, -0.0826)
C (3.1132, 0.1821, 0.2423)
C (2.2308, -0.0458, -0.8619)
C (-2.6210, 1.9279, 1.0939)
C (0.9895, -0.3025, -3.0372)
N (1.6705, 0.4502, -1.9247)
O (0.4716, 0.3683, 0.5892)
H (-3.8090, -0.2728, 1.8903)
H (-3.2107, -2.3110, 2.2348)
H (-1.5885, -2.2967, 1.6857)
H (3.5369, -1.8467, -0.4589)
H (2.1344, -1.7543, 0.5847)
H (2.6707, 0.7766, 1.0607)
H (3.9701, 0.8416, -0.0137)
H (-3.2533, 1.9446, 1.9074)
H (-3.1833, 1.7822, 0.1705)
H (-2.0948, 2.8377, 1.0830)
H (0.9787, -1.2968, -2.6414)
H (0.0401, 0.1948, -2.9177)
H (1.5470, -0.0179, -3.8767)
H (1.5539, 1.3992, -1.9534)

Löwdin atomic charge list, values in e, 6 entries: C -0.1176; C -0.2380; C -0.0963; C 0.0358; C 0.0252; C -0.0573